{
  "formula": "C35H100N8O11",
  "method": "the ωB97M-V functional and the def2-TZVPD basis",
  "elements": ["C", "O", "C", "C", "C", "N", "H", "H", "H", "H", "H", "H", "H", "H", "H", "H", "H", "C", "O", "C", "C", "C", "N", "H", "H", "H", "H", "H", "H", "H", "H", "H", "H", "H", "C", "O", "C", "C", "C", "N", "H", "H", "H", "H", "H", "H", "H", "H", "H", "H", "H", "C", "O", "C", "C", "C", "N", "H", "H", "H", "H", "H", "H", "H", "H", "H", "H", "H", "C", "O", "C", "C", "C", "N", "H", "H", "H", "H", "H", "H", "H", "H", "H", "H", "H", "C", "O", "C", "C", "C", "N", "H", "H", "H", "H", "H", "H", "H", "H", "H", "H", "H", "C", "O", "C", "C", "C", "N", "H", "H", "H", "H", "H", "H", "H", "H", "H", "H", "H", "C", "O", "C", "C", "C", "N", "H", "H", "H", "H", "H", "H", "H", "H", "H", "H", "H", "C", "O", "H", "H", "H", "H", "C", "O", "H", "H", "H", "H", "C", "O", "H", "H", "H", "H"],
  "positions_angstrom": [[6.78, 11.01, 1.00], [5.75, 10.09, 0.75], [5.34, 9.35, 1.92], [4.48, 8.18, 1.39], [4.13, 7.10, 2.39], [5.20, 7.62, 0.26], [6.46, 11.54, 1.90], [6.80, 11.74, 0.20], [7.74, 10.55, 1.26], [6.19, 9.00, 2.50], [4.71, 9.89, 2.63], [3.60, 8.72, 1.04], [3.81, 7.57, 3.32], [4.92, 6.37, 2.50], [3.29, 6.47, 2.11], [6.12, 7.34, 0.59], [5.47, 8.38, -0.34], [2.91, -8.71, -13.94], [3.25, -8.08, -12.69], [2.39, -7.09, -12.25], [2.80, -6.49, -10.92], [1.79, -5.55, -10.38], [3.99, -5.62, -11.01], [2.71, -8.03, -14.77], [1.97, -9.24, -13.77], [3.58, -9.54, -14.17], [2.26, -6.26, -12.94], [1.39, -7.52, -12.24], [3.03, -7.33, -10.26], [0.92, -6.17, -10.16], [1.37, -4.82, -11.07], [1.96, -5.03, -9.44], [3.78, -4.81, -11.58], [4.71, -6.07, -11.55], [1.73, -0.43, 2.78], [0.67, -0.29, 1.88], [0.83, -1.02, 0.64], [-0.42, -0.92, -0.23], [-0.15, -1.60, -1.60], [-0.76, 0.43, -0.48], [2.60, 0.12, 2.42], [1.96, -1.48, 2.95], [1.49, 0.08, 3.72], [1.74, -0.66, 0.16], [0.90, -2.10, 0.82], [-1.25, -1.50, 0.18], [0.17, -0.91, -2.38], [-1.08, -2.08, -1.89], [0.59, -2.41, -1.62], [0.14, 0.78, -0.77], [-0.90, 0.87, 0.41], [-3.99, -6.68, -7.16], [-4.81, -6.58, -8.32], [-5.24, -5.21, -8.69], [-5.51, -5.14, -10.18], [-4.31, -5.30, -11.08], [-6.02, -3.82, -10.49], [-3.86, -7.73, -6.87], [-4.42, -6.15, -6.31], [-3.01, -6.31, -7.43], [-6.19, -4.93, -8.23], [-4.45, -4.58, -8.30], [-6.17, -5.98, -10.38], [-4.56, -5.56, -12.11], [-3.61, -6.03, -10.65], [-3.73, -4.39, -11.26], [-5.34, -3.08, -10.45], [-6.70, -3.60, -9.79], [6.74, 0.34, 8.09], [5.74, 1.01, 8.80], [6.05, 2.42, 8.91], [5.09, 3.26, 9.73], [5.41, 4.75, 9.84], [4.92, 2.70, 11.05], [6.38, -0.68, 7.99], [7.74, 0.35, 8.51], [6.75, 0.59, 7.03], [7.05, 2.61, 9.29], [5.96, 2.85, 7.92], [4.12, 3.25, 9.22], [5.09, 5.24, 8.93], [6.44, 5.03, 10.06], [4.85, 5.15, 10.69], [3.96, 2.91, 11.30], [4.90, 1.71, 10.84], [-9.64, 0.17, -8.22], [-8.71, -0.40, -7.24], [-8.04, 0.73, -6.62], [-6.87, 0.36, -5.56], [-7.21, -0.67, -4.42], [-6.24, 1.60, -5.04], [-10.09, -0.71, -8.68], [-9.23, 0.89, -8.93], [-10.47, 0.71, -7.76], [-7.49, 1.34, -7.34], [-8.75, 1.43, -6.19], [-6.13, -0.07, -6.23], [-6.35, -0.68, -3.75], [-7.40, -1.66, -4.83], [-8.10, -0.40, -3.86], [-6.89, 2.06, -4.41], [-5.54, 1.19, -4.44], [-4.83, 2.21, 5.65], [-6.01, 2.78, 6.20], [-7.11, 1.92, 5.85], [-8.40, 2.78, 5.83], [-8.48, 3.74, 7.00], [-9.62, 1.99, 5.72], [-4.66, 1.14, 5.82], [-3.94, 2.72, 6.00], [-4.84, 2.24, 4.56], [-7.04, 1.45, 4.87], [-7.25, 1.22, 6.68], [-8.39, 3.40, 4.93], [-8.51, 3.14, 7.91], [-9.39, 4.34, 6.95], [-7.59, 4.36, 7.10], [-10.03, 1.93, 6.64], [-9.39, 1.03, 5.51], [-3.53, -1.56, 11.34], [-2.24, -1.69, 10.72], [-1.73, -3.00, 10.58], [-0.30, -2.82, 9.85], [0.28, -4.12, 9.33], [0.72, -2.18, 10.68], [-3.72, -0.49, 11.45], [-3.65, -1.90, 12.37], [-4.41, -1.90, 10.78], [-1.56, -3.39, 11.58], [-2.40, -3.60, 9.97], [-0.55, -2.21, 8.98], [0.39, -4.84, 10.14], [1.25, -3.90, 8.88], [-0.32, -4.57, 8.54], [0.38, -1.33, 11.11], [1.42, -1.77, 10.08], [9.40, 3.87, 3.02], [9.27, 5.10, 2.22], [9.33, 4.01, 4.10], [8.56, 3.19, 2.87], [10.39, 3.46, 2.81], [9.89, 5.72, 2.62], [7.01, -4.04, 0.40], [7.40, -2.79, 1.01], [7.91, -4.51, -0.01], [6.62, -4.80, 1.07], [6.21, -3.92, -0.33], [8.27, -2.56, 0.68], [3.22, 3.17, -4.68], [2.62, 3.84, -3.54], [2.85, 2.14, -4.75], [2.97, 3.72, -5.58], [4.31, 3.09, -4.69], [3.24, 4.39, -3.05]],
  "e_lumo_ev": 0.258,
  "de_lowest_kcal_mol": 95.6,
  "total_charge": 0,
  "energy_ha": -2658.81752,
  "smiles": "COC[C@H](C)N.COC[C@H](C)N.COC[C@H](C)N.COC[C@H](C)N.COC[C@H](C)N.COC[C@H](C)N.COC[C@H](C)N.COC[C@H](C)N.CO.CO.CO",
  "orbital_gap_ev": 9.33
}

---

{
  "formula": "C35H19CdClF5GeINOS6",
  "method": "the ωB97M-V functional and the def2-TZVPD basis",
  "elements": ["Cd", "F", "C", "C", "F", "C", "F", "C", "S", "C", "F", "C", "F", "Cl", "C", "C", "C", "I", "C", "O", "C", "N", "C", "C", "C", "C", "H", "H", "H", "H", "S", "C", "S", "C", "C", "S", "S", "S", "C", "Ge", "C", "C", "C", "C", "C", "C", "C", "C", "C", "C", "C", "C", "C", "C", "C", "C", "H", "H", "H", "H", "H", "H", "H", "H", "H", "H", "H", "H", "H", "H", "H"],
  "positions_angstrom": [[-0.31, -0.09, -0.15], [-4.01, 4.30, 4.48], [-3.82, 3.40, 3.50], [-2.54, 3.06, 3.10], [-1.49, 3.65, 3.69], [-2.36, 2.12, 2.10], [-1.08, 1.84, 1.78], [-3.41, 1.46, 1.44], [-3.21, 0.29, 0.22], [-4.69, 1.86, 1.88], [-5.78, 1.32, 1.31], [-4.89, 2.79, 2.87], [-6.14, 3.13, 3.26], [0.51, -3.74, 6.08], [0.71, -2.63, 4.74], [1.78, -1.77, 4.74], [1.95, -0.88, 3.69], [3.58, 0.46, 3.69], [1.10, -0.81, 2.57], [1.26, 0.01, 1.61], [0.00, -1.76, 2.59], [-0.82, -1.73, 1.53], [-1.87, -2.52, 1.48], [-2.19, -3.39, 2.53], [-1.37, -3.46, 3.62], [-0.22, -2.64, 3.68], [2.47, -1.78, 5.57], [-2.48, -2.46, 0.59], [-3.09, -3.99, 2.46], [-1.58, -4.12, 4.45], [-3.41, 0.36, -6.88], [-2.68, 0.25, -5.41], [-2.26, -1.23, -4.64], [-1.54, -0.58, -3.17], [-1.51, 0.78, -3.09], [-0.80, 1.80, -1.90], [-2.23, 1.62, -4.46], [-0.86, -1.75, -2.10], [1.82, 0.53, -3.76], [1.95, -0.06, -1.85], [3.44, 1.13, -1.21], [4.65, 1.19, -1.90], [5.68, 2.02, -1.47], [5.51, 2.81, -0.34], [4.31, 2.76, 0.35], [3.29, 1.93, -0.08], [2.79, -1.88, -2.05], [2.70, -2.49, -3.27], [3.14, -3.82, -3.47], [3.64, -4.54, -2.43], [3.74, -3.96, -1.14], [4.25, -4.70, -0.04], [4.33, -4.13, 1.20], [3.93, -2.79, 1.39], [3.44, -2.06, 0.35], [3.32, -2.62, -0.95], [2.76, 0.34, -4.28], [1.60, 1.59, -3.78], [1.01, 0.01, -4.28], [4.79, 0.57, -2.78], [6.62, 2.05, -2.02], [6.32, 3.44, 0.00], [4.18, 3.37, 1.24], [2.36, 1.88, 0.48], [2.27, -1.96, -4.11], [3.05, -4.26, -4.45], [3.96, -5.57, -2.57], [4.56, -5.73, -0.20], [4.71, -4.70, 2.04], [4.01, -2.35, 2.38], [3.14, -1.03, 0.50]],
  "e_lumo_ev": [3.610, 3.257],
  "de_lowest_kcal_mol": 2.1,
  "total_charge": -2,
  "energy_ha": -7366.30182,
  "orbital_gap_ev": [5.55, 5.28],
  "spin_multiplicity": 2
}

---

{
  "formula": "C35H21F9O2OsPS",
  "method": "the ωB97M-V functional and the def2-TZVPD basis",
  "elements": ["Os", "O", "C", "O", "C", "C", "C", "C", "C", "C", "S", "H", "H", "H", "H", "C", "C", "C", "C", "C", "C", "C", "H", "H", "H", "H", "H", "F", "C", "F", "F", "C", "C", "C", "C", "C", "C", "P", "C", "C", "C", "C", "C", "C", "C", "F", "F", "F", "C", "C", "C", "C", "C", "C", "C", "F", "F", "F", "H", "H", "H", "H", "H", "H", "H", "H", "H", "H", "H", "H"],
  "positions_angstrom": [[0.55, -0.20, 0.28], [3.18, 0.99, -2.87], [2.09, 0.88, -2.31], [1.95, 0.20, -1.22], [0.88, 1.53, -2.95], [1.16, 2.21, -4.14], [0.19, 2.83, -4.90], [-1.13, 2.76, -4.47], [-1.44, 2.11, -3.30], [-0.45, 1.49, -2.50], [-1.10, 0.70, -1.07], [2.20, 2.22, -4.45], [0.45, 3.35, -5.81], [-1.92, 3.23, -5.05], [-2.46, 2.05, -2.96], [0.09, -0.26, 1.93], [-0.28, -0.35, 3.32], [0.48, -1.08, 4.23], [0.05, -1.24, 5.53], [-1.14, -0.65, 5.95], [-1.90, 0.10, 5.05], [-1.48, 0.24, 3.74], [1.41, -1.53, 3.90], [0.64, -1.82, 6.23], [-1.47, -0.77, 6.97], [-2.82, 0.56, 5.38], [-2.08, 0.79, 3.03], [5.47, -6.38, 2.25], [4.42, -6.87, 1.57], [3.92, -7.89, 2.30], [4.93, -7.42, 0.44], [3.40, -5.81, 1.27], [3.82, -4.63, 0.66], [2.90, -3.64, 0.38], [1.55, -3.82, 0.69], [1.14, -5.01, 1.29], [2.06, -6.00, 1.58], [0.46, -2.41, 0.24], [-1.14, -2.79, 1.03], [-1.18, -3.15, 2.38], [-2.39, -3.28, 3.05], [-3.57, -3.04, 2.37], [-3.55, -2.66, 1.03], [-2.34, -2.54, 0.37], [-4.87, -3.12, 3.11], [-5.94, -3.23, 2.30], [-4.91, -4.18, 3.94], [-5.09, -2.04, 3.88], [0.18, -2.94, -1.50], [0.87, -2.31, -2.53], [0.71, -2.73, -3.85], [-0.13, -3.79, -4.13], [-0.80, -4.45, -3.10], [-0.64, -4.03, -1.80], [-0.32, -4.28, -5.53], [0.26, -3.50, -6.45], [-1.63, -4.37, -5.86], [0.18, -5.52, -5.70], [4.86, -4.49, 0.41], [3.22, -2.72, -0.08], [0.10, -5.18, 1.52], [1.74, -6.92, 2.04], [-0.27, -3.32, 2.93], [-2.40, -3.55, 4.09], [-4.47, -2.44, 0.51], [-2.33, -2.19, -0.66], [1.52, -1.47, -2.32], [1.23, -2.22, -4.64], [-1.45, -5.29, -3.32], [-1.15, -4.55, -1.00]],
  "e_lumo_ev": [2.206, 2.207],
  "de_lowest_kcal_mol": 21.0,
  "total_charge": -1,
  "energy_ha": -3225.98664,
  "orbital_gap_ev": [6.08, 6.08]
}

---

{
  "formula": "C35H22Br2N5O2W",
  "method": "the ωB97M-V functional and the def2-TZVPD basis",
  "elements": ["W", "C", "C", "C", "C", "N", "C", "N", "C", "N", "C", "N", "C", "C", "C", "C", "C", "N", "C", "C", "C", "C", "C", "C", "H", "H", "H", "H", "H", "H", "H", "H", "H", "H", "H", "H", "Br", "C", "C", "C", "C", "C", "C", "C", "C", "C", "C", "H", "H", "H", "H", "H", "H", "Br", "C", "C", "C", "C", "C", "C", "C", "O", "O", "H", "H", "H", "H"],
  "positions_angstrom": [[0.27, -0.08, 0.71], [3.46, -2.99, 0.46], [4.60, -2.25, 0.15], [4.56, -0.88, 0.26], [3.38, -0.24, 0.66], [2.25, -0.96, 0.88], [2.33, -2.32, 0.81], [3.53, 1.13, 0.87], [2.59, 1.87, 1.33], [1.26, 1.53, 1.52], [0.64, 2.44, 2.33], [-0.48, 2.27, 2.93], [-1.04, 1.01, 3.09], [-2.20, 0.97, 3.88], [-2.69, -0.24, 4.31], [-2.01, -1.42, 3.97], [-0.94, -1.33, 3.13], [-0.49, -0.15, 2.64], [1.57, 3.59, 2.51], [1.42, 4.77, 3.20], [2.51, 5.63, 3.22], [3.71, 5.29, 2.59], [3.86, 4.07, 1.92], [2.76, 3.24, 1.89], [3.45, -4.07, 0.42], [5.52, -2.74, -0.15], [5.43, -0.26, 0.08], [1.41, -2.85, 1.01], [-2.64, 1.91, 4.16], [-3.57, -0.27, 4.93], [-2.33, -2.38, 4.34], [-0.41, -2.21, 2.79], [0.49, 5.02, 3.69], [2.44, 6.58, 3.73], [4.54, 5.97, 2.63], [4.79, 3.79, 1.46], [1.36, 0.62, -1.81], [0.51, -0.78, -2.78], [0.66, -0.76, -4.13], [0.05, -1.78, -4.89], [-0.65, -2.77, -4.25], [-0.79, -2.78, -2.84], [-1.53, -3.81, -2.21], [-1.70, -3.79, -0.86], [-1.16, -2.74, -0.09], [-0.40, -1.72, -0.63], [-0.21, -1.75, -2.05], [1.22, 0.02, -4.61], [0.14, -1.78, -5.96], [-1.12, -3.56, -4.82], [-1.96, -4.59, -2.82], [-2.28, -4.57, -0.37], [-1.42, -2.73, 0.96], [-4.50, 0.22, -5.93], [-3.87, 0.35, -4.15], [-4.38, -0.51, -3.19], [-3.90, -0.43, -1.89], [-2.91, 0.50, -1.57], [-2.42, 1.36, -2.55], [-2.90, 1.29, -3.85], [-2.32, 0.46, -0.22], [-2.77, -0.23, 0.68], [-1.15, 1.11, -0.07], [-5.14, -1.23, -3.45], [-4.27, -1.09, -1.13], [-1.64, 2.07, -2.29], [-2.52, 1.95, -4.61]],
  "e_lumo_ev": [-4.100, -3.955],
  "de_lowest_kcal_mol": 10.2,
  "total_charge": 1,
  "energy_ha": -6986.21402,
  "orbital_gap_ev": [6.48, 6.88],
  "spin_multiplicity": 3
}

---

{
  "formula": "C35H22F15GeN2OPSScSe2",
  "method": "the ωB97M-V functional and the def2-TZVPD basis",
  "elements": ["Sc", "Se", "P", "Se", "C", "C", "C", "C", "C", "C", "C", "C", "C", "C", "C", "C", "H", "H", "H", "H", "H", "H", "H", "H", "H", "H", "F", "C", "C", "C", "F", "C", "F", "C", "F", "C", "F", "Ge", "S", "C", "C", "F", "C", "F", "C", "F", "C", "F", "C", "F", "C", "C", "F", "C", "F", "C", "F", "C", "F", "C", "F", "C", "N", "C", "C", "O", "N", "C", "C", "H", "H", "H", "H", "H", "H", "H", "H", "H", "H", "H", "H"],
  "positions_angstrom": [[-1.15, 0.40, 1.44], [1.02, -0.68, 0.51], [1.56, -0.33, 2.62], [-0.24, -0.17, 3.85], [2.56, 1.17, 2.71], [2.26, 2.18, 3.62], [3.05, 3.32, 3.66], [4.13, 3.45, 2.80], [4.43, 2.44, 1.90], [3.64, 1.30, 1.85], [2.57, -1.71, 3.20], [3.40, -2.38, 2.31], [4.25, -3.37, 2.78], [4.26, -3.69, 4.13], [3.43, -3.02, 5.02], [2.58, -2.03, 4.55], [1.41, 2.08, 4.28], [2.82, 4.11, 4.37], [4.75, 4.34, 2.84], [5.28, 2.54, 1.23], [3.87, 0.52, 1.13], [3.38, -2.15, 1.25], [4.89, -3.90, 2.09], [4.92, -4.47, 4.49], [3.43, -3.28, 6.07], [1.92, -1.52, 5.25], [-7.13, 1.48, -1.76], [-6.84, 2.03, -0.58], [-5.79, 1.55, 0.18], [-5.57, 2.18, 1.39], [-4.57, 1.76, 2.20], [-6.33, 3.25, 1.84], [-6.06, 3.83, 3.01], [-7.37, 3.71, 1.05], [-8.11, 4.73, 1.45], [-7.63, 3.10, -0.17], [-8.63, 3.53, -0.92], [-4.55, 0.13, -0.33], [-2.56, 1.03, -0.49], [-5.03, -0.70, -2.02], [-5.02, 0.08, -3.16], [-4.73, 1.39, -3.05], [-5.33, -0.41, -4.41], [-5.32, 0.38, -5.48], [-5.66, -1.75, -4.54], [-5.95, -2.25, -5.73], [-5.67, -2.57, -3.42], [-5.99, -3.86, -3.54], [-5.36, -2.04, -2.18], [-5.38, -2.87, -1.13], [-4.73, -1.16, 1.15], [-6.00, -1.55, 1.54], [-7.06, -1.11, 0.85], [-6.24, -2.38, 2.62], [-7.47, -2.71, 2.96], [-5.17, -2.86, 3.35], [-5.37, -3.66, 4.39], [-3.87, -2.52, 2.99], [-2.84, -2.98, 3.68], [-3.71, -1.68, 1.91], [-2.39, -1.39, 1.57], [1.21, 3.25, -0.31], [0.18, 4.03, 0.37], [0.28, 5.48, 0.22], [-0.66, 3.44, 1.21], [-0.42, 2.24, 1.59], [-1.72, 4.11, 1.73], [-2.35, 3.52, 2.91], [-2.63, 4.85, 0.87], [1.39, 3.69, -1.28], [0.88, 2.22, -0.44], [2.13, 3.25, 0.27], [1.34, 5.75, 0.26], [-0.23, 5.97, 1.04], [-0.13, 5.81, -0.73], [-1.60, 3.28, 3.66], [-2.92, 2.62, 2.67], [-3.04, 4.25, 3.32], [-2.15, 5.11, -0.07], [-2.95, 5.77, 1.36], [-3.50, 4.24, 0.64]],
  "e_lumo_ev": -2.769,
  "de_lowest_kcal_mol": 8.9,
  "total_charge": 1,
  "energy_ha": -11409.68524,
  "orbital_gap_ev": 8.86
}